No. 1
This record from the OMol25 dataset describes an isolated molecule of C18H29NO3. The level of theory is ωB97M-V with the def2-TZVPD basis set.

Structure (ORCA input):
```
! wB97M-V def2-TZVPD RIJCOSX def2/J DEFGRID3
* xyz 0 1
C 0.90 3.38 -1.64
C -0.06 3.59 -0.47
C -1.21 2.59 -0.51
C -2.14 2.74 0.70
C -3.31 1.76 0.69
C -2.88 0.32 0.95
C -4.08 -0.63 0.95
H -4.58 -0.60 -0.02
H -4.80 -0.30 1.70
C -3.69 -2.09 1.26
C -2.89 -2.67 0.11
O -3.40 -3.18 -0.86
N -1.55 -2.59 0.27
H -1.18 -2.01 1.02
C -0.64 -2.89 -0.81
H 0.27 -3.33 -0.39
H -1.13 -3.61 -1.46
C -0.31 -1.62 -1.61
O 0.24 -0.61 -0.80
C 1.55 -0.69 -0.40
C 2.48 -1.62 -0.83
C 3.79 -1.58 -0.37
C 4.19 -0.61 0.54
C 3.25 0.32 0.98
C 1.95 0.29 0.52
H 1.23 1.01 0.86
H 3.57 1.07 1.68
O 5.44 -0.49 1.05
C 6.43 -1.40 0.63
H 7.34 -1.11 1.16
H 6.60 -1.34 -0.44
H 6.17 -2.43 0.90
H 4.48 -2.33 -0.73
H 2.21 -2.39 -1.54
H -1.24 -1.19 -2.00
H 0.35 -1.86 -2.46
H -3.13 -2.14 2.19
H -4.60 -2.68 1.36
H -2.18 0.01 0.18
H -2.38 0.27 1.92
H -3.82 1.82 -0.28
H -4.03 2.06 1.46
H -1.56 2.60 1.62
H -2.53 3.76 0.71
H -0.79 1.58 -0.53
H -1.79 2.73 -1.42
H 0.48 3.49 0.47
H -0.46 4.61 -0.51
H 1.72 4.10 -1.60
H 1.33 2.38 -1.60
H 0.38 3.50 -2.59
*
```

HOMO	-8.15	eV
SMILES	CCCCCCCCC(=O)NCCOc1ccc(OC)cc1
E	-983.7632	Eh
orbital gap	0.327	Eh
energy above the lowest of the compared OMol25 structures with the same formula, charge and spin	138.1	kJ/mol

Atomic partial charges in e from the Löwdin method, atoms 1 to 5: C -0.11; C -0.27; C -0.23; C -0.22; C -0.21

No. 2
This record from the OMol25 dataset describes a structure of composition C18H29OOs in a non-equilibrium geometry. The level of theory is ωB97M-V with the def2-TZVPD basis set.

Structure (ORCA input):
```
! wB97M-V def2-TZVPD RIJCOSX def2/J DEFGRID3
* xyz 1 5
C 2.83 -3.21 -1.38
C 3.29 -3.42 0.00
C 1.90 -4.17 -2.00
C 3.53 -2.22 -2.22
H 2.44 -5.04 -2.40
H 1.35 -3.72 -2.84
H 1.18 -4.56 -1.26
H 4.14 -4.11 0.04
H 2.50 -3.84 0.63
H 3.63 -2.47 0.45
H 4.43 -2.65 -2.69
H 3.87 -1.36 -1.63
H 2.89 -1.86 -3.05
C -2.18 -0.63 1.20
C -2.08 -1.63 0.19
C -0.80 -2.28 0.33
H -2.82 -1.83 -0.57
C -0.17 -1.73 1.49
C -1.02 -0.75 2.04
H -0.82 -0.16 2.93
H -3.00 0.07 1.33
H -0.40 -3.06 -0.31
H 0.80 -2.03 1.88
C -0.06 1.40 -1.58
C -1.43 1.05 -1.75
C -1.49 -0.30 -2.17
H -2.29 1.70 -1.59
C -0.16 -0.79 -2.27
C 0.72 0.27 -1.91
H 1.81 0.21 -1.86
H 0.33 2.34 -1.22
H -2.39 -0.86 -2.36
H 0.13 -1.79 -2.57
Os -0.59 -0.23 -0.28
C -2.68 4.16 0.78
C -1.23 3.84 0.57
O -0.87 2.54 1.11
C -0.86 2.45 2.55
C -0.51 3.72 3.29
H -3.31 3.46 0.21
H -2.88 5.16 0.39
H -2.96 4.16 1.84
H -0.97 3.78 -0.49
H -0.58 4.60 1.04
H -1.84 2.08 2.86
H -0.11 1.68 2.76
H -1.24 4.52 3.13
H -0.51 3.47 4.36
H 0.49 4.07 3.03
*
```

HOMO (spin up / spin down)	-8.68 / -12.82	eV
E	-868.6930	Eh
orbital gap (spin up / spin down)	0.233 / 0.267	Eh

Atomic partial charges in e from the Löwdin method, atoms 1 to 5: C -0.41; C -0.09; C -0.09; C -0.10; H 0.10

- Number 2 is which compound?
  C18H29OOs